Entry 1:
{
  "formula": "C2H2HgO2",
  "method": "ωB97M-V/def2-TZVPD",
  "gap_ev": 7.73,
  "de_lowest_kj_mol": 0.0,
  "max_force_ev_per_a": 4.05,
  "species": ["C", "C", "O", "Hg", "H", "O", "H"],
  "coordinates": [[0.45, -0.79, 0.30], [1.10, -1.68, -0.18], [-1.64, 2.74, -1.65], [-1.08, 1.71, -0.35], [1.63, -2.52, -0.59], [-0.22, 0.25, 0.75], [-0.25, 0.29, 1.72]],
  "nbo_charge": [0.252, -0.264, -1.229, 1.176, 0.260, -0.739, 0.544]
}

***

Entry 2:
{
  "formula": "C6H14N2O",
  "method": "ωB97M-V/def2-TZVPD",
  "gap_ev": 8.95,
  "de_lowest_kj_mol": 523.3,
  "max_force_ev_per_a": 4.04,
  "species": ["C", "C", "C", "C", "C", "C", "N", "N", "O", "H", "H", "H", "H", "H", "H", "H", "H", "H", "H", "H", "H", "H", "H"],
  "coordinates": [[0.45, 1.21, -1.51], [1.07, 1.43, -0.16], [1.08, 1.83, -2.80], [-1.64, -0.09, -0.58], [-0.71, -0.94, 1.88], [0.16, -2.09, 1.54], [-0.66, 0.61, -1.68], [-1.82, -0.62, 0.91], [1.51, -1.92, 1.80], [1.71, 0.55, -0.21], [0.26, 1.40, 0.66], [1.62, 2.32, -0.15], [2.10, 2.20, -2.46], [0.49, 2.58, -3.24], [1.35, 1.08, -3.48], [-2.57, 0.55, -0.72], [-1.93, -1.09, -0.95], [-2.60, -1.32, 1.09], [-1.02, -0.93, 3.00], [-0.14, 0.02, 1.72], [-0.05, -2.34, 0.52], [-0.25, -2.95, 2.11], [1.61, -1.48, 2.72]],
  "nbo_charge": [0.307, -0.680, -0.641, -0.121, -0.252, -0.091, -0.406, -0.706, -0.705, 0.246, 0.228, 0.220, 0.201, 0.234, 0.229, 0.200, 0.195, 0.373, 0.192, 0.189, 0.182, 0.141, 0.466]
}

***

Entry 3:
{
  "formula": "C9H30NaO6",
  "method": "ωB97M-V/def2-TZVPD",
  "total_charge": 1,
  "gap_ev": 10.87,
  "de_lowest_kj_mol": 43.5,
  "max_force_ev_per_a": 1.71,
  "species": ["Na", "C", "C", "O", "H", "H", "H", "H", "H", "H", "C", "C", "O", "H", "H", "H", "H", "H", "H", "C", "C", "O", "H", "H", "H", "H", "H", "H", "C", "O", "H", "H", "H", "H", "C", "O", "H", "H", "H", "H", "C", "O", "H", "H", "H", "H"],
  "coordinates": [[8.70, 3.17, 17.57], [11.09, 5.18, 18.17], [11.45, 4.26, 19.33], [10.32, 3.45, 19.62], [11.11, 4.75, 17.17], [11.86, 5.96, 18.12], [10.17, 5.72, 18.41], [11.76, 4.82, 20.21], [12.32, 3.68, 18.98], [10.50, 2.78, 20.29], [7.66, 3.85, 13.09], [8.13, 4.84, 14.14], [9.02, 4.26, 15.12], [7.18, 4.44, 12.31], [6.94, 3.15, 13.52], [8.50, 3.24, 12.73], [7.28, 5.25, 14.69], [8.68, 5.67, 13.68], [9.84, 4.04, 14.66], [9.90, 0.06, 16.07], [11.27, 0.64, 16.32], [11.09, 2.02, 16.76], [9.29, 0.45, 15.23], [9.27, 0.19, 16.95], [9.92, -1.01, 15.86], [12.02, 0.60, 15.54], [11.60, 0.08, 17.20], [11.70, 2.17, 17.49], [7.26, 0.05, 19.26], [8.31, 1.02, 19.28], [6.32, 0.54, 19.47], [7.21, -0.43, 18.27], [7.50, -0.76, 19.94], [8.94, 0.87, 19.98], [5.42, 2.70, 16.16], [6.69, 2.20, 16.67], [5.37, 3.73, 16.51], [5.36, 2.69, 15.08], [4.61, 2.13, 16.61], [6.63, 1.26, 16.46], [6.70, 6.25, 17.74], [7.33, 5.20, 18.46], [6.44, 7.11, 18.37], [7.39, 6.63, 16.98], [5.78, 5.90, 17.25], [7.38, 5.44, 19.39]],
  "nbo_charge": [0.923, -0.654, -0.066, -0.759, 0.222, 0.235, 0.220, 0.184, 0.153, 0.481, -0.631, -0.060, -0.761, 0.227, 0.201, 0.211, 0.175, 0.172, 0.478, -0.643, -0.067, -0.765, 0.211, 0.210, 0.229, 0.190, 0.170, 0.476, -0.247, -0.760, 0.187, 0.165, 0.188, 0.479, -0.253, -0.762, 0.186, 0.179, 0.186, 0.476, -0.254, -0.765, 0.190, 0.180, 0.174, 0.490]
}

***

Entry 4:
{
  "formula": "C38H107N7O12",
  "method": "ωB97M-V/def2-TZVPD",
  "gap_ev": 9.06,
  "de_lowest_kj_mol": 717.9,
  "max_force_ev_per_a": 3.43,
  "species": ["C", "C", "C", "O", "C", "N", "H", "H", "H", "H", "H", "H", "H", "H", "H", "H", "H", "C", "C", "C", "O", "C", "N", "H", "H", "H", "H", "H", "H", "H", "H", "H", "H", "H", "C", "C", "C", "O", "C", "N", "H", "H", "H", "H", "H", "H", "H", "H", "H", "H", "H", "C", "C", "C", "O", "C", "N", "H", "H", "H", "H", "H", "H", "H", "H", "H", "H", "H", "C", "C", "C", "O", "C", "N", "H", "H", "H", "H", "H", "H", "H", "H", "H", "H", "H", "C", "C", "C", "O", "C", "N", "H", "H", "H", "H", "H", "H", "H", "H", "H", "H", "H", "C", "C", "C", "O", "C", "N", "H", "H", "H", "H", "H", "H", "H", "H", "H", "H", "H", "C", "C", "O", "H", "H", "H", "H", "H", "H", "C", "C", "O", "H", "H", "H", "H", "H", "H", "C", "C", "O", "H", "H", "H", "H", "H", "H", "C", "C", "O", "H", "H", "H", "H", "H", "H", "C", "C", "O", "H", "H", "H", "H", "H", "H"],
  "coordinates": [[-27.29, 9.55, 4.24], [-26.91, 8.36, 3.39], [-26.75, 8.68, 1.93], [-26.80, 7.40, 1.23], [-26.96, 7.35, -0.25], [-25.79, 7.69, 3.99], [-26.58, 10.38, 4.20], [-27.64, 9.37, 5.26], [-28.14, 10.01, 3.72], [-27.83, 7.79, 3.54], [-25.76, 9.12, 1.77], [-27.55, 9.29, 1.51], [-27.95, 7.80, -0.38], [-26.96, 6.32, -0.60], [-26.21, 8.04, -0.63], [-25.61, 7.03, 3.25], [-25.03, 8.35, 4.04], [-25.17, 12.87, -15.60], [-26.47, 12.77, -16.32], [-27.04, 11.36, -16.67], [-27.97, 11.34, -17.70], [-27.55, 11.24, -19.07], [-27.29, 13.44, -15.39], [-24.46, 12.56, -16.36], [-24.99, 12.24, -14.73], [-25.02, 13.93, -15.42], [-26.48, 13.37, -17.23], [-27.74, 11.02, -15.90], [-26.30, 10.57, -16.77], [-26.86, 11.98, -19.48], [-28.45, 11.35, -19.68], [-27.13, 10.24, -19.24], [-26.96, 14.38, -15.26], [-28.26, 13.47, -15.70], [-25.55, 6.77, -6.96], [-24.71, 6.75, -8.19], [-25.51, 6.82, -9.43], [-24.67, 6.73, -10.59], [-25.43, 7.21, -11.75], [-23.68, 7.72, -8.06], [-26.34, 6.02, -6.96], [-26.14, 7.69, -6.85], [-25.06, 6.56, -6.02], [-24.11, 5.84, -8.29], [-25.84, 7.85, -9.31], [-26.30, 6.09, -9.26], [-25.05, 6.88, -12.72], [-25.37, 8.29, -11.61], [-26.49, 6.97, -11.82], [-22.91, 7.44, -7.47], [-23.11, 7.76, -8.89], [-25.31, 4.75, -20.77], [-25.58, 5.08, -19.31], [-25.68, 3.86, -18.37], [-25.80, 4.26, -17.02], [-25.84, 3.17, -16.11], [-24.44, 5.87, -18.83], [-25.89, 3.91, -21.15], [-24.30, 4.42, -21.01], [-25.37, 5.68, -21.33], [-26.41, 5.77, -19.21], [-24.79, 3.25, -18.55], [-26.56, 3.26, -18.59], [-26.85, 2.79, -15.94], [-25.53, 3.36, -15.08], [-25.35, 2.24, -16.38], [-23.68, 5.21, -18.88], [-24.60, 5.81, -17.83], [-22.02, 0.22, -9.14], [-23.32, -0.53, -8.88], [-23.44, -1.80, -9.69], [-22.33, -2.59, -9.42], [-22.39, -3.96, -9.86], [-23.42, -0.70, -7.40], [-21.79, 0.11, -10.21], [-21.14, -0.12, -8.58], [-22.21, 1.27, -8.95], [-24.24, 0.01, -9.10], [-23.43, -1.55, -10.75], [-24.28, -2.45, -9.45], [-22.90, -4.05, -10.82], [-22.82, -4.54, -9.05], [-21.33, -4.09, -10.06], [-24.17, -1.35, -7.22], [-22.63, -1.22, -7.05], [-19.73, 10.72, -11.99], [-20.58, 9.54, -12.50], [-20.10, 8.92, -13.79], [-20.92, 9.25, -14.91], [-20.33, 9.31, -16.21], [-20.54, 8.46, -11.53], [-19.84, 11.59, -12.64], [-18.73, 10.30, -11.92], [-20.08, 11.03, -11.01], [-21.63, 9.81, -12.62], [-20.04, 7.83, -13.78], [-19.08, 9.20, -14.04], [-21.04, 9.40, -17.03], [-19.84, 8.36, -16.46], [-19.60, 10.11, -16.22], [-21.29, 7.80, -11.64], [-19.67, 7.96, -11.56], [-32.91, 6.05, -18.50], [-32.10, 7.14, -17.84], [-31.10, 6.65, -16.80], [-31.73, 6.36, -15.58], [-31.50, 5.00, -15.01], [-31.57, 7.86, -19.02], [-32.29, 5.20, -18.78], [-33.46, 6.48, -19.33], [-33.74, 5.76, -17.85], [-32.76, 7.85, -17.34], [-30.31, 7.39, -16.71], [-30.69, 5.74, -17.23], [-30.59, 5.00, -14.41], [-31.38, 4.16, -15.69], [-32.28, 4.76, -14.29], [-31.17, 8.74, -18.73], [-30.78, 7.30, -19.30], [-22.26, 4.95, -2.82], [-22.97, 3.67, -3.28], [-22.20, 2.91, -4.09], [-22.89, 5.50, -2.12], [-22.06, 5.71, -3.58], [-21.28, 4.69, -2.42], [-23.91, 3.81, -3.82], [-23.26, 3.08, -2.41], [-22.70, 2.45, -4.77], [-31.71, 6.40, -6.32], [-32.47, 6.81, -7.66], [-32.70, 5.62, -8.45], [-32.22, 5.74, -5.61], [-31.53, 7.32, -5.76], [-30.75, 5.93, -6.55], [-31.90, 7.59, -8.16], [-33.42, 7.32, -7.47], [-33.08, 5.91, -9.28], [-28.42, 1.39, -10.05], [-29.14, 0.99, -8.76], [-29.64, 2.18, -8.27], [-27.95, 0.59, -10.62], [-27.73, 2.23, -9.95], [-29.25, 1.78, -10.65], [-28.46, 0.64, -7.98], [-29.96, 0.28, -8.88], [-30.44, 2.47, -8.70], [-28.45, 12.01, -9.50], [-29.49, 11.06, -10.13], [-29.72, 11.12, -11.57], [-28.54, 11.83, -8.43], [-28.62, 13.06, -9.76], [-27.39, 11.86, -9.66], [-30.46, 11.18, -9.65], [-29.10, 10.10, -9.81], [-28.94, 11.56, -11.90], [-18.15, 10.05, -6.19], [-17.04, 9.98, -5.09], [-17.67, 9.29, -3.99], [-19.14, 10.30, -5.79], [-18.37, 9.16, -6.77], [-17.93, 10.88, -6.86], [-16.71, 10.99, -4.84], [-16.16, 9.43, -5.42], [-16.99, 8.86, -3.47]],
  "mulliken_charge": [-1.488, 0.490, -0.627, -0.358, -0.652, -0.680, 0.355, 0.335, 0.383, 0.190, 0.249, 0.406, 0.278, 0.229, 0.276, 0.344, 0.269, -1.510, 0.926, -0.855, -0.347, -0.672, -0.735, 0.365, 0.277, 0.416, 0.202, 0.356, 0.357, 0.301, 0.260, 0.256, 0.192, 0.212, -1.515, 0.775, -0.604, -0.313, -0.805, -0.832, 0.406, 0.338, 0.301, 0.299, 0.224, 0.287, 0.293, 0.316, 0.326, 0.275, 0.223, -1.401, 0.356, -0.680, -0.292, -0.849, -0.787, 0.341, 0.331, 0.365, 0.308, 0.380, 0.367, 0.319, 0.289, 0.322, 0.293, 0.337, -1.261, 0.383, -0.773, -0.284, -0.825, -0.671, 0.317, 0.321, 0.335, 0.354, 0.303, 0.438, 0.350, 0.281, 0.247, 0.231, 0.259, -1.422, 0.388, -0.640, -0.289, -0.773, -0.670, 0.337, 0.344, 0.339, 0.334, 0.352, 0.349, 0.250, 0.316, 0.319, 0.249, 0.223, -1.419, 0.357, -0.500, -0.363, -0.726, -0.695, 0.340, 0.398, 0.333, 0.340, 0.309, 0.239, 0.306, 0.322, 0.261, 0.260, 0.243, -0.994, -0.134, -0.527, 0.288, 0.261, 0.307, 0.281, 0.206, 0.309, -1.000, -0.146, -0.516, 0.303, 0.337, 0.245, 0.204, 0.287, 0.289, -0.872, -0.211, -0.502, 0.307, 0.199, 0.320, 0.223, 0.245, 0.290, -1.201, -0.105, -0.488, 0.343, 0.366, 0.346, 0.257, 0.188, 0.287, -1.050, -0.132, -0.517, 0.302, 0.299, 0.312, 0.224, 0.271, 0.292]
}